(1)
ORCA calculation (wB97M-V/def2-TZVPD) on a molecular structure, C44H35N3O5PRuS2.

Structure (XYZ):
```
91
C44H35N3O5PRuS2 | the Open Molecules 2025 dataset | wB97M-V/def2-TZVPD
Ru 1.439 0.707 1.488
S -0.772 -0.453 0.107
C -0.237 -1.100 -1.325
N -1.012 -1.370 -2.374
C -0.489 -2.028 -3.564
C 0.551 -3.030 -3.140
N 1.578 -2.333 -2.376
C 2.951 -2.830 -2.550
C 3.443 -2.562 -3.948
C 3.679 -3.600 -4.840
C 4.115 -3.331 -6.131
C 4.314 -2.021 -6.535
C 4.083 -0.978 -5.646
C 3.652 -1.247 -4.358
C 1.250 -1.416 -1.470
S 2.365 -0.639 -0.504
C -2.442 -1.042 -2.404
C -3.287 -2.286 -2.296
C -3.238 -3.058 -1.136
C -3.989 -4.218 -1.040
C -4.797 -4.615 -2.098
C -4.854 -3.849 -3.251
C -4.097 -2.688 -3.349
H -0.067 -1.289 -4.253
H -1.320 -2.533 -4.055
H 1.027 -3.475 -4.012
H 0.107 -3.825 -2.534
H 2.942 -3.900 -2.330
H 3.578 -2.340 -1.811
H 3.531 -4.626 -4.521
H 4.302 -4.146 -6.817
H 4.657 -1.809 -7.539
H 4.253 0.045 -5.954
H 3.486 -0.437 -3.656
H -2.635 -0.529 -3.350
H -2.639 -0.348 -1.590
H -2.615 -2.745 -0.307
H -3.948 -4.810 -0.135
H -5.385 -5.520 -2.019
H -5.485 -4.153 -4.076
H -4.143 -2.087 -4.251
O -1.146 -3.794 6.067
C 0.073 -3.638 5.874
O 1.061 -4.239 6.318
C 0.408 -2.518 4.850
C -0.602 -1.697 4.359
C -0.306 -0.722 3.437
N 0.936 -0.533 2.969
C 1.928 -1.330 3.428
C 1.693 -2.313 4.364
C 3.278 -1.080 2.787
O 4.241 -1.771 3.016
O 3.281 -0.047 1.974
H -1.611 -1.869 4.711
H -1.070 -0.098 3.000
H 2.504 -2.939 4.713
O 3.365 2.676 1.616
C 2.420 2.296 2.242
C 1.763 3.089 3.336
C 2.437 3.642 4.408
C 1.706 4.338 5.366
C 0.336 4.503 5.222
C -0.329 3.980 4.117
C 0.391 3.260 3.179
P -0.229 2.461 1.667
C 0.142 3.640 0.335
C 0.164 5.016 0.556
C 0.483 5.881 -0.477
C 0.793 5.378 -1.735
C 0.784 4.010 -1.959
C 0.462 3.142 -0.925
C -2.044 2.522 1.823
C -2.825 3.191 0.883
C -4.207 3.215 1.007
C -4.823 2.584 2.076
C -4.053 1.935 3.032
C -2.674 1.904 2.905
H 3.508 3.514 4.499
H 2.210 4.750 6.230
H -0.221 5.044 5.976
H -1.395 4.131 4.000
H -0.065 5.412 1.538
H 0.499 6.948 -0.301
H 1.051 6.055 -2.538
H 1.037 3.616 -2.934
H 0.465 2.070 -1.096
H -2.358 3.682 0.040
H -4.802 3.732 0.266
H -5.901 2.605 2.172
H -4.523 1.454 3.879
H -2.091 1.427 3.682
```

Values from the calculation:
- E_HOMO (alpha / beta): -7.3 / -7.3 eV
- Electronic energy: -3470.80016 hartree
- F_max: 0.016 hartree/bohr
- Energy above the lowest of the compared OMol25 structures with the same formula, charge and spin: 0.00 kcal per mole
- Spin multiplicity: 2
- E_LUMO (alpha / beta): -1.6 / -1.8 eV

(2)
ORCA calculation (wB97M-V/def2-TZVPD) on a molecular structure, C44H36AuGeN2O3PS2.

Structure (XYZ):
```
90
C44H36AuGeN2O3PS2 | the Open Molecules 2025 dataset | wB97M-V/def2-TZVPD
Au 11.781 10.392 11.057
O 11.698 11.261 8.439
S 11.093 10.002 7.942
O 11.112 9.948 6.495
O 11.667 8.860 8.639
C 9.392 10.039 8.367
C 8.602 9.275 7.509
C 7.247 9.194 7.745
C 6.669 9.837 8.834
C 7.421 10.674 9.615
C 8.822 10.707 9.451
P 9.894 11.571 10.665
C 10.272 13.210 10.053
C 9.485 13.758 9.086
C 9.716 15.057 8.636
C 10.765 15.774 9.150
C 11.585 15.183 10.101
C 11.407 13.873 10.499
C 8.677 11.655 12.079
C 7.997 12.772 12.456
C 6.907 12.618 13.336
C 6.420 11.337 13.689
C 7.110 10.231 13.224
C 8.273 10.400 12.525
H 9.098 8.782 6.690
H 6.612 8.588 7.072
H 5.643 9.923 9.004
H 6.967 11.219 10.455
H 8.662 13.202 8.592
H 8.992 15.462 7.977
H 10.904 16.850 8.871
H 12.432 15.715 10.450
H 12.120 13.410 11.229
H 8.212 13.739 12.048
H 6.347 13.517 13.634
H 5.453 11.178 14.253
H 6.709 9.213 13.381
H 8.818 9.564 12.158
N 14.314 11.599 9.531
C 14.553 10.316 10.029
N 13.745 9.591 10.692
C 14.315 8.440 11.243
C 13.685 7.406 11.962
C 14.456 6.347 12.413
C 15.816 6.240 12.065
C 16.463 7.184 11.294
C 15.704 8.331 10.914
S 16.155 9.661 9.902
H 13.338 11.623 9.197
H 15.007 11.931 8.907
H 12.626 7.377 12.164
H 13.997 5.564 13.012
H 16.348 5.350 12.374
H 17.445 7.066 11.045
C 11.376 9.699 12.993
Ge 11.949 10.187 14.811
C 11.097 8.894 15.961
C 10.137 8.058 15.387
C 9.418 7.156 16.169
C 9.797 6.978 17.498
C 10.767 7.819 18.081
C 11.476 8.715 17.273
C 13.798 10.204 15.334
C 14.651 9.119 15.113
C 15.958 9.013 15.566
C 16.488 10.131 16.218
C 15.670 11.230 16.439
C 14.367 11.251 16.036
C 11.222 12.050 15.011
C 11.379 13.025 14.006
C 10.803 14.290 14.174
C 10.016 14.481 15.293
C 9.947 13.593 16.354
C 10.483 12.342 16.165
H 11.034 8.718 12.839
H 9.816 8.248 14.354
H 8.563 6.609 15.801
H 9.265 6.205 18.030
H 11.046 7.770 19.131
H 12.173 9.353 17.768
H 14.221 8.291 14.600
H 16.543 8.129 15.328
H 17.463 10.100 16.622
H 15.973 12.191 16.931
H 13.794 12.100 16.320
H 12.032 12.781 13.105
H 10.668 15.045 13.397
H 9.590 15.444 15.500
H 9.467 13.970 17.271
H 10.410 11.678 16.967
```

Values from the calculation:
- E_HOMO (alpha / beta): -7.0 / -8.7 eV
- Electronic energy: -5383.75535 hartree
- F_max: 0.074 hartree/bohr
- Energy above the lowest of the compared OMol25 structures with the same formula, charge and spin: 4.93 kcal per mole
- Spin multiplicity: 3
- E_LUMO (alpha / beta): 0.5 / -0.5 eV

(3)
ORCA calculation (wB97M-V/def2-TZVPD) on a molecular structure, C44H37BrClGeN2O6Pd.

Structure (XYZ):
```
93
C44H37BrClGeN2O6Pd | the Open Molecules 2025 dataset | wB97M-V/def2-TZVPD
Pd -3.313 10.482 18.035
O -6.344 14.718 16.701
C -6.488 13.816 15.660
C -7.522 14.047 14.785
C -7.954 13.120 13.893
C -7.291 11.905 13.936
C -6.169 11.633 14.726
C -5.702 12.667 15.600
C -4.499 12.509 16.545
O -3.971 11.257 16.305
N -4.950 12.673 17.935
N -4.667 11.747 18.823
C -5.293 11.750 20.011
C -5.552 10.576 20.746
Br -5.340 8.811 19.934
C -6.019 10.500 22.080
C -6.008 11.479 23.107
C -6.727 11.125 24.300
C -6.569 11.866 25.439
C -5.860 13.096 25.462
C -5.250 13.499 24.313
C -5.276 12.697 23.163
H -6.793 15.517 16.447
H -7.896 15.090 14.844
H -8.775 13.385 13.279
H -7.664 11.074 13.288
H -5.767 10.640 14.830
H -3.692 13.264 16.354
H -5.380 13.570 18.110
H -5.597 12.712 20.438
H -6.336 9.548 22.409
H -7.374 10.223 24.317
H -7.045 11.560 26.356
H -5.909 13.743 26.290
H -4.775 14.487 24.230
H -4.608 12.960 22.342
O -0.625 9.273 20.365
C -1.204 10.316 20.080
O -2.479 10.406 19.924
C -0.371 11.558 19.822
C -0.261 12.079 18.389
Ge 1.021 11.214 17.189
C 2.477 12.671 17.243
C 2.724 13.241 18.522
C 3.374 14.456 18.721
C 3.985 15.051 17.638
C 3.988 14.406 16.385
C 3.128 13.318 16.181
C 0.842 10.798 15.309
C 1.957 10.334 14.527
C 1.966 10.064 13.207
C 0.912 9.354 12.497
C -0.531 9.370 12.805
C -0.587 10.684 14.983
C 1.692 9.592 18.041
C 3.046 9.601 18.197
C 3.670 8.507 18.798
C 2.950 7.377 19.057
C 1.584 7.369 18.906
C 0.919 8.550 18.428
H 0.603 11.284 20.265
H -0.696 12.399 20.507
H -0.119 13.152 18.361
H -1.163 11.750 17.802
H 2.304 12.736 19.417
H 3.366 14.888 19.738
H 4.512 16.029 17.660
H 4.521 14.812 15.533
H 2.985 13.022 15.138
H 2.930 10.423 15.020
H 2.834 10.360 12.567
H 0.930 9.688 11.445
H -1.147 8.885 12.019
H -1.155 10.228 15.915
H 3.626 10.437 17.766
H 4.722 8.483 18.883
H 3.443 6.511 19.373
H 1.026 6.479 19.170
H -0.160 8.585 18.270
Cl 1.106 5.187 12.785
C 0.297 6.851 12.753
C 1.208 7.876 12.600
C -1.092 9.623 14.007
C -1.887 8.517 14.590
C -1.937 7.224 14.037
C -1.067 6.680 13.137
C -2.531 8.691 15.992
O -3.570 8.113 16.180
O -1.911 9.403 16.972
H 2.177 7.510 12.286
H -1.078 11.652 14.932
H -2.734 6.563 14.421
H -1.566 5.804 12.675
```

Values from the calculation:
- E_HOMO (alpha / beta): -4.3 / -5.4 eV
- Electronic energy: -7498.55298 hartree
- F_max: 0.082 hartree/bohr
- Energy above the lowest of the compared OMol25 structures with the same formula, charge and spin: 60.14 kcal per mole
- Spin multiplicity: 3
- E_LUMO (alpha / beta): 1.2 / 1.2 eV
- Net charge: -1

(4)
ORCA calculation (wB97M-V/def2-TZVPD) on a molecular structure, C44H37N6O2PPbS3.

Structure (XYZ):
```
94
C44H37N6O2PPbS3 | the Open Molecules 2025 dataset | wB97M-V/def2-TZVPD
Pb 0.188 -0.384 0.642
C -5.753 -3.001 2.041
C -4.902 -2.273 3.070
N -3.482 -2.557 2.960
C -2.654 -1.970 2.061
S -0.974 -2.366 2.247
N -3.250 -1.186 1.189
N -2.437 -0.505 0.335
C -3.044 0.245 -0.519
C -4.536 0.387 -0.593
C -2.220 1.029 -1.473
C -2.818 1.758 -2.502
C -2.023 2.499 -3.359
C -0.651 2.510 -3.174
C -0.135 1.761 -2.129
N -0.892 1.039 -1.312
H -6.809 -2.774 2.200
H -5.618 -4.081 2.119
H -5.477 -2.683 1.037
H -5.201 -2.567 4.078
H -5.054 -1.195 2.978
H -3.031 -3.106 3.669
H -4.992 -0.089 0.267
H -4.926 -0.082 -1.500
H -4.819 1.441 -0.613
H -3.890 1.746 -2.630
H -2.474 3.068 -4.162
H 0.007 3.084 -3.810
H 0.930 1.746 -1.928
O 2.536 1.430 4.097
C 1.653 1.373 3.254
O 1.767 1.080 2.013
C 0.203 1.709 3.702
P -0.845 1.919 2.227
C -0.336 3.508 1.500
C 0.730 4.258 1.992
C 1.106 5.437 1.364
C 0.426 5.883 0.241
C -0.634 5.141 -0.261
C -1.003 3.958 0.360
C -2.508 2.256 2.914
C -3.138 1.200 3.577
C -4.400 1.358 4.123
C -5.071 2.567 3.992
C -4.462 3.617 3.323
C -3.187 3.465 2.793
H 0.193 2.573 4.368
H -0.186 0.861 4.271
H 1.287 3.920 2.856
H 1.940 6.006 1.756
H 0.723 6.804 -0.244
H -1.170 5.478 -1.140
H -1.830 3.381 -0.041
H -2.633 0.244 3.669
H -4.865 0.535 4.652
H -6.060 2.690 4.414
H -4.973 4.566 3.220
H -2.718 4.305 2.298
S 5.547 2.082 -1.271
C 6.995 2.668 -1.954
C 7.209 2.167 -3.202
C 6.176 1.289 -3.612
C 5.196 1.138 -2.668
C 3.984 0.316 -2.752
C 3.197 0.062 -1.606
N 2.099 -0.655 -1.617
C 1.679 -1.197 -2.776
C 2.385 -1.017 -3.974
C 1.901 -1.622 -5.184
C 0.777 -2.365 -5.183
C 0.023 -2.565 -3.976
C -1.166 -3.308 -3.950
C -1.863 -3.459 -2.773
C -1.329 -2.833 -1.626
N -0.229 -2.122 -1.624
C 0.459 -1.982 -2.777
C -3.117 -4.213 -2.693
C -3.627 -5.110 -3.591
C -4.881 -5.640 -3.193
C -5.300 -5.135 -2.000
S -4.182 -4.019 -1.355
C 3.551 -0.237 -3.937
H 7.616 3.350 -1.396
H 8.072 2.410 -3.804
H 6.173 0.778 -4.564
H 3.484 0.469 -0.639
H 2.463 -1.469 -6.097
H 0.416 -2.822 -6.096
H -1.532 -3.745 -4.872
H -1.831 -2.924 -0.666
H -3.119 -5.400 -4.499
H -5.439 -6.367 -3.764
H -6.205 -5.364 -1.462
H 4.097 -0.069 -4.857
```

Values from the calculation:
- E_HOMO: -7.5 eV
- Electronic energy: -3906.79228 hartree
- F_max: 0.005 hartree/bohr
- Energy above the lowest of the compared OMol25 structures with the same formula, charge and spin: 6.62 kcal per mole
- Spin multiplicity: 1
- E_LUMO: -0.6 eV

(5)
ORCA calculation (wB97M-V/def2-TZVPD) on a molecular structure, C44H37N6O3PRe.

Structure (XYZ):
```
92
C44H37N6O3PRe | the Open Molecules 2025 dataset | wB97M-V/def2-TZVPD
Re -0.477 -0.108 0.011
C 1.371 5.396 2.584
C 0.429 4.290 2.233
C -0.107 3.458 3.211
C -0.905 2.382 2.878
C -1.196 2.095 1.544
N -1.833 0.922 1.129
C -3.106 0.656 1.471
C -3.858 1.571 2.248
C -5.127 1.303 2.686
C -5.737 0.089 2.369
C -7.097 -0.271 2.877
C -5.062 -0.770 1.518
C -3.781 -0.517 1.028
N -3.245 -1.404 0.067
C -3.875 -2.516 -0.379
C -3.132 -3.064 -1.398
C -2.033 -2.224 -1.520
N -2.106 -1.225 -0.639
C -0.688 2.969 0.562
C 0.112 4.045 0.904
N -0.986 2.707 -0.790
C -1.419 3.564 -1.731
C -1.681 2.831 -2.869
C -1.368 1.517 -2.537
N -0.940 1.464 -1.278
H 1.202 5.749 3.598
H 2.399 5.036 2.514
H 1.259 6.228 1.895
H 0.132 3.642 4.248
H -1.265 1.710 3.643
H -3.398 2.516 2.491
H -5.656 2.037 3.276
H -7.302 0.237 3.815
H -7.862 0.018 2.155
H -7.182 -1.343 3.037
H -5.586 -1.666 1.231
H -4.789 -2.887 0.030
H -3.360 -3.937 -1.971
H -1.196 -2.306 -2.185
H 0.525 4.672 0.127
H -1.539 4.609 -1.537
H -2.055 3.186 -3.805
H -1.422 0.631 -3.140
O 2.573 0.212 2.755
C 2.251 0.468 1.607
O 1.062 0.729 1.221
C 3.306 0.592 0.528
C 4.520 1.152 0.908
C 5.471 1.486 -0.034
C 5.219 1.238 -1.372
C 4.044 0.619 -1.749
C 3.063 0.290 -0.813
P 1.517 -0.538 -1.392
C 2.125 -2.202 -1.830
C 1.627 -3.307 -1.149
C 2.079 -4.577 -1.464
C 3.023 -4.754 -2.460
C 3.513 -3.656 -3.151
C 3.066 -2.385 -2.840
C 1.366 0.277 -3.024
C 0.971 -0.415 -4.164
C 0.869 0.246 -5.377
C 1.156 1.598 -5.461
C 1.498 2.305 -4.319
C 1.592 1.653 -3.106
H 4.689 1.336 1.957
H 6.394 1.951 0.268
H 5.936 1.530 -2.123
H 3.873 0.439 -2.797
H 0.872 -3.173 -0.384
H 1.692 -5.439 -0.944
H 3.369 -5.748 -2.702
H 4.242 -3.798 -3.935
H 3.425 -1.534 -3.397
H 0.757 -1.475 -4.108
H 0.564 -0.297 -6.260
H 1.110 2.105 -6.412
H 1.691 3.367 -4.371
H 1.861 2.205 -2.214
O -0.647 -1.892 1.479
N 0.048 -2.561 2.337
C -0.624 -3.320 3.227
C 0.044 -4.098 4.144
C 1.434 -4.093 4.161
C 2.107 -3.322 3.225
C 1.390 -2.580 2.314
H -1.699 -3.271 3.161
H -0.518 -4.700 4.842
H 1.982 -4.676 4.882
H 3.184 -3.295 3.190
H 1.851 -1.981 1.544
```

Values from the calculation:
- E_HOMO (alpha / beta): -9.2 / -9.5 eV
- Electronic energy: -2672.59262 hartree
- F_max: 0.038 hartree/bohr
- Energy above the lowest of the compared OMol25 structures with the same formula, charge and spin: 29.67 kcal per mole
- Spin multiplicity: 3
- E_LUMO (alpha / beta): -2.1 / -3.0 eV
- Net charge: +1

Copy entry 2 word for word.
ORCA calculation (wB97M-V/def2-TZVPD) on a molecular structure, C44H36AuGeN2O3PS2.

Structure (XYZ):
```
90
C44H36AuGeN2O3PS2 | the Open Molecules 2025 dataset | wB97M-V/def2-TZVPD
Au 11.781 10.392 11.057
O 11.698 11.261 8.439
S 11.093 10.002 7.942
O 11.112 9.948 6.495
O 11.667 8.860 8.639
C 9.392 10.039 8.367
C 8.602 9.275 7.509
C 7.247 9.194 7.745
C 6.669 9.837 8.834
C 7.421 10.674 9.615
C 8.822 10.707 9.451
P 9.894 11.571 10.665
C 10.272 13.210 10.053
C 9.485 13.758 9.086
C 9.716 15.057 8.636
C 10.765 15.774 9.150
C 11.585 15.183 10.101
C 11.407 13.873 10.499
C 8.677 11.655 12.079
C 7.997 12.772 12.456
C 6.907 12.618 13.336
C 6.420 11.337 13.689
C 7.110 10.231 13.224
C 8.273 10.400 12.525
H 9.098 8.782 6.690
H 6.612 8.588 7.072
H 5.643 9.923 9.004
H 6.967 11.219 10.455
H 8.662 13.202 8.592
H 8.992 15.462 7.977
H 10.904 16.850 8.871
H 12.432 15.715 10.450
H 12.120 13.410 11.229
H 8.212 13.739 12.048
H 6.347 13.517 13.634
H 5.453 11.178 14.253
H 6.709 9.213 13.381
H 8.818 9.564 12.158
N 14.314 11.599 9.531
C 14.553 10.316 10.029
N 13.745 9.591 10.692
C 14.315 8.440 11.243
C 13.685 7.406 11.962
C 14.456 6.347 12.413
C 15.816 6.240 12.065
C 16.463 7.184 11.294
C 15.704 8.331 10.914
S 16.155 9.661 9.902
H 13.338 11.623 9.197
H 15.007 11.931 8.907
H 12.626 7.377 12.164
H 13.997 5.564 13.012
H 16.348 5.350 12.374
H 17.445 7.066 11.045
C 11.376 9.699 12.993
Ge 11.949 10.187 14.811
C 11.097 8.894 15.961
C 10.137 8.058 15.387
C 9.418 7.156 16.169
C 9.797 6.978 17.498
C 10.767 7.819 18.081
C 11.476 8.715 17.273
C 13.798 10.204 15.334
C 14.651 9.119 15.113
C 15.958 9.013 15.566
C 16.488 10.131 16.218
C 15.670 11.230 16.439
C 14.367 11.251 16.036
C 11.222 12.050 15.011
C 11.379 13.025 14.006
C 10.803 14.290 14.174
C 10.016 14.481 15.293
C 9.947 13.593 16.354
C 10.483 12.342 16.165
H 11.034 8.718 12.839
H 9.816 8.248 14.354
H 8.563 6.609 15.801
H 9.265 6.205 18.030
H 11.046 7.770 19.131
H 12.173 9.353 17.768
H 14.221 8.291 14.600
H 16.543 8.129 15.328
H 17.463 10.100 16.622
H 15.973 12.191 16.931
H 13.794 12.100 16.320
H 12.032 12.781 13.105
H 10.668 15.045 13.397
H 9.590 15.444 15.500
H 9.467 13.970 17.271
H 10.410 11.678 16.967
```

Values from the calculation:
- E_HOMO (alpha / beta): -7.0 / -8.7 eV
- Electronic energy: -5383.75535 hartree
- F_max: 0.074 hartree/bohr
- Energy above the lowest of the compared OMol25 structures with the same formula, charge and spin: 4.93 kcal per mole
- Spin multiplicity: 3
- E_LUMO (alpha / beta): 0.5 / -0.5 eV

Look up the energy above the lowest of the compared OMol25 structures with the same formula, charge and spin of the third one. 60.14 kcal per mole

Among the records above, which one has the lowest electronic energy? C44H37BrClGeN2O6Pd

Which of these has the lowest energy above the lowest of the compared OMol25 structures with the same formula, charge and spin? C44H35N3O5PRuS2